Entry 1:
A 2-piece molecular cluster, C2H6NO3 overall, computed with wB97M-V/def2-TZVPD.

```
! RIJCOSX wB97M-V def2-TZVPD def2/J DEFGRID3
* xyz 0 2
C -2.10451 0.46541 -0.24932
N -0.88724 1.19896 -0.18689
C 0.41881 0.58789 0.26432
O 1.32508 1.40698 0.10073
O 0.30731 -0.55727 0.64333
H -1.93936 -0.47066 0.27863
H -2.92997 1.07792 0.08891
H -2.27191 0.15030 -1.28643
H -0.82319 2.09160 -0.66615
H 3.57236 -1.57347 0.06048
H 2.20055 -2.05888 0.45599
O 3.13208 -2.31878 0.49642
*
```

The calculation puts the gap between HOMO and LUMO (spin up / spin down) at 10.811 / 6.787 eV. Its energy relative to the best compared isomer or geometry (same formula, charge and spin) is 0.051 eV. The energy comes out at -9801.934 eV.

Table of natural (NBO) atomic charges, one value per atom, all in e:
1. C -0.49
2. N -0.19
3. C 0.82
4. O -0.62
5. O -0.68
6. H 0.27
7. H 0.24
8. H 0.25
9. H 0.40
10. H 0.47
11. H 0.48
12. O -0.95

***

Entry 2:
C12H42F2N8O16S2 as an isolated structure, computed with wB97M-V/def2-TZVPD.

```
! RIJCOSX wB97M-V def2-TZVPD def2/J DEFGRID3
* xyz -2 1
N 25.31900 -4.01700 -9.77900
S 25.53700 -3.83700 -8.25800
O 24.78400 -2.71600 -7.75000
O 26.93600 -3.87000 -7.88400
F 24.91700 -5.12300 -7.62400
S 24.27300 -4.94600 -10.45100
O 24.42400 -6.29200 -10.06300
O 24.03300 -4.65400 -11.84800
F 22.98900 -4.50000 -9.77800
N 21.56100 -7.29300 -8.28200
O 22.54300 -6.67600 -7.83300
O 21.36600 -8.49800 -7.89700
O 20.70300 -6.70500 -8.96500
C 23.66100 -8.63400 -3.33700
C 22.36800 -8.49200 -4.18100
O 22.30300 -9.64000 -4.95800
H 24.53100 -8.52800 -3.97200
H 23.81600 -9.58300 -2.75700
H 23.56200 -7.76000 -2.68600
H 22.39400 -7.59900 -4.87900
H 21.52600 -8.28800 -3.49700
H 22.92000 -9.60900 -5.72100
C 21.72100 -2.99400 -7.92100
C 20.43100 -3.41000 -8.62200
O 19.58800 -4.24300 -7.90700
H 22.41700 -3.77600 -7.49500
H 21.31600 -2.38500 -7.12900
H 22.38800 -2.35400 -8.45600
H 20.63900 -3.95600 -9.51300
H 19.76100 -2.60400 -8.96600
H 20.13000 -4.82100 -7.36700
C 18.68300 -5.15000 -11.10800
C 19.55000 -5.93300 -12.00100
O 20.82100 -5.81800 -11.61000
H 18.99200 -4.13000 -11.04400
H 18.69000 -5.60400 -10.08100
H 17.65800 -5.13700 -11.49000
H 19.48000 -5.56200 -12.98900
H 19.19400 -6.93600 -12.00000
H 20.76100 -6.16500 -10.75000
C 17.94200 -9.02700 -7.93200
O 16.57600 -9.43100 -7.65200
N 18.19700 -7.95100 -8.49900
N 18.95600 -9.74000 -7.57000
H 17.32900 -7.43700 -8.65100
H 19.16400 -7.68800 -8.70800
H 18.74700 -10.68100 -7.16200
H 19.95000 -9.39900 -7.58400
C 24.56100 -9.28100 -6.79500
O 25.48000 -10.05700 -6.16800
N 24.59100 -8.05900 -6.65900
N 23.54300 -9.79000 -7.42300
H 25.35800 -7.67500 -6.18400
H 23.94700 -7.52200 -7.22400
H 23.43400 -10.85400 -7.41000
H 22.62400 -9.26600 -7.67100
C 23.86500 -9.61400 -10.88600
O 23.60400 -10.91900 -10.95300
N 24.22200 -9.02100 -11.98900
N 23.77600 -8.90800 -9.91600
H 24.17100 -9.65300 -12.80700
H 24.44100 -8.05800 -12.24000
H 23.69000 -9.34000 -9.01700
H 23.80800 -7.89800 -9.99600
C 19.82000 -6.49800 -5.66500
O 20.74200 -5.46800 -5.74500
H 20.10600 -7.27400 -4.96600
H 19.59800 -6.92600 -6.65100
H 18.85000 -6.11600 -5.25600
H 21.36700 -5.87600 -6.39600
C 21.50800 -12.10400 -7.92400
O 22.51100 -12.30000 -6.94400
H 20.65800 -12.78800 -7.87700
H 21.75200 -12.30100 -8.93900
H 21.02800 -11.13100 -7.80800
H 22.15100 -12.88300 -6.25000
C 20.85400 -9.19200 -11.12100
O 21.31100 -9.68600 -12.34200
H 19.84300 -8.86300 -11.25900
H 21.31100 -8.27300 -11.02600
H 21.07000 -9.68900 -10.19500
H 22.24100 -9.62500 -12.16500
*
```

The calculation puts the gap between HOMO and LUMO at 8.770 eV. The energy comes out at -84907.127 eV.

Table of Löwdin atomic charges, one value per atom, all in e:
1. N -0.30
2. S 0.48
3. O -0.30
4. O -0.31
5. F -0.17
6. S 0.45
7. O -0.29
8. O -0.28
9. F -0.14
10. N -0.43
11. O 0.00
12. O -0.07
13. O 0.00
14. C -0.09
15. C -0.34
16. O -0.10
17. H 0.04
18. H 0.09
19. H 0.06
20. H 0.11
21. H 0.10
22. H 0.03
23. C -0.08
24. C -0.34
25. O -0.09
26. H 0.08
27. H 0.07
28. H 0.05
29. H 0.06
30. H 0.12
31. H 0.01
32. C -0.08
33. C -0.39
34. O -0.02
35. H 0.07
36. H 0.08
37. H 0.08
38. H 0.11
39. H 0.09
40. H 0.00
41. C -0.65
42. O -0.24
43. N 0.19
44. N 0.15
45. H 0.14
46. H 0.08
47. H 0.14
48. H 0.07
49. C -0.72
50. O -0.12
51. N 0.23
52. N 0.10
53. H 0.12
54. H 0.07
55. H 0.13
56. H 0.07
57. C -0.77
58. O -0.09
59. N 0.16
60. N 0.23
61. H 0.13
62. H 0.13
63. H 0.06
64. H 0.08
65. C -0.17
66. O -0.11
67. H 0.06
68. H 0.06
69. H 0.11
70. H 0.06
71. C -0.14
72. O -0.12
73. H 0.08
74. H 0.07
75. H 0.05
76. H 0.11
77. C -0.18
78. O -0.09
79. H 0.07
80. H 0.03
81. H 0.07
82. H 0.00

***

Entry 3:
One molecule with the formula C2H3ClO2S, computed with wB97M-V/def2-TZVPD.

```
! RIJCOSX wB97M-V def2-TZVPD def2/J DEFGRID3
* xyz 0 1
O 1.22486 -1.63113 0.86372
S 0.95488 -0.53334 -0.01601
O 1.95165 -0.06527 -0.92705
C -0.72776 -0.33777 -0.52143
C -0.22968 0.65125 0.59118
Cl -0.12735 2.32628 0.13455
H -1.48725 -1.04112 -0.21740
H -0.90303 0.11953 -1.48291
H -0.65633 0.51156 1.57533
*
```

The calculation puts the gap between HOMO and LUMO at 11.052 eV. Its energy relative to the best compared isomer or geometry (same formula, charge and spin) is 1.741 eV. The energy comes out at -29572.973 eV. The SMILES is O=S1(=O)C[C@@H]1Cl.

Table of natural (NBO) atomic charges, one value per atom, all in e:
1. O -0.89
2. S 2.15
3. O -0.88
4. C -0.68
5. C -0.50
6. Cl 0.03
7. H 0.25
8. H 0.26
9. H 0.25

***

Entry 4:
One molecule with the formula C7H13F, computed with wB97M-V/def2-TZVPD.

```
! RIJCOSX wB97M-V def2-TZVPD def2/J DEFGRID3
* xyz 0 1
C -1.45674 1.83051 0.50523
C -1.16546 0.91397 -0.69785
C -0.42591 -0.33472 -0.21822
C -1.30849 -1.40432 0.34394
F -2.31624 -1.80163 -0.56748
C 0.92143 -0.38065 -0.12683
C 1.78585 0.83949 -0.39328
C 1.70762 -1.67243 0.13354
H -2.06128 1.33222 1.28776
H -0.48039 2.11580 0.95264
H -1.86562 2.81312 0.19394
H -2.12255 0.64108 -1.11969
H -0.58221 1.42673 -1.49165
H -0.75707 -2.33404 0.62261
H -1.82222 -1.15404 1.29199
H 1.28706 1.77589 -0.31309
H 2.35944 0.71782 -1.36570
H 2.56401 0.79864 0.38855
H 1.09584 -2.48970 0.51445
H 2.13926 -2.01086 -0.84385
H 2.50367 -1.62288 0.90299
*
```

The calculation puts the gap between HOMO and LUMO at 9.948 eV. Its energy relative to the best compared isomer or geometry (same formula, charge and spin) is 0.316 eV. The energy comes out at -10186.527 eV. The SMILES is CCC(CF)=C(C)C.

Table of natural (NBO) atomic charges, one value per atom, all in e:
1. C -0.60
2. C -0.44
3. C -0.05
4. C 0.02
5. F -0.38
6. C 0.04
7. C -0.65
8. C -0.65
9. H 0.21
10. H 0.20
11. H 0.21
12. H 0.22
13. H 0.21
14. H 0.17
15. H 0.17
16. H 0.22
17. H 0.22
18. H 0.22
19. H 0.21
20. H 0.22
21. H 0.22

***

Entry 5:
One molecule with the formula C16H19N3O2S, computed with wB97M-V/def2-TZVPD.

```
! RIJCOSX wB97M-V def2-TZVPD def2/J DEFGRID3
* xyz 0 1
O -2.96744 -2.01349 0.65469
C -2.49918 -1.31658 -0.22664
C -1.61150 -1.96864 -1.28530
S -0.26811 -2.86831 -0.45513
C 0.90639 -1.59282 -0.22566
N 0.75476 -0.43813 -0.76924
C 1.74149 0.49856 -0.57060
C 1.61869 1.75343 -1.17694
C 2.58852 2.71105 -0.98524
C 3.70383 2.44919 -0.19228
C 3.84824 1.21584 0.40191
C 2.87632 0.23186 0.21866
C 3.03258 -1.08432 0.83241
O 3.95142 -1.45497 1.52636
N 1.97711 -1.94651 0.53855
N -2.76804 0.00117 -0.32625
C -2.18456 0.88130 -1.32299
C -2.18028 2.35890 -0.93136
C -1.51365 2.62703 0.41993
C -2.49363 2.56142 1.58885
C -3.03668 1.16016 1.84791
C -3.72150 0.53625 0.63039
H -2.19976 -2.74436 -1.77730
H -1.16185 -1.31000 -2.01895
H 0.75976 1.95086 -1.79801
H 2.48426 3.67700 -1.45728
H 4.45426 3.21175 -0.05068
H 4.70439 0.97688 1.01437
H 2.02231 -2.87988 0.93126
H -1.14263 0.58528 -1.46577
H -2.72409 0.76894 -2.27473
H -3.19101 2.76928 -0.93070
H -1.62975 2.88082 -1.71765
H -1.06919 3.62455 0.40248
H -0.70503 1.91085 0.57578
H -3.32743 3.24096 1.39303
H -1.99070 2.91259 2.49241
H -3.75802 1.20662 2.66562
H -2.22738 0.49697 2.15850
H -4.36832 1.25878 0.13044
H -4.33026 -0.30794 0.96411
*
```

The calculation puts the gap between HOMO and LUMO at 9.032 eV. Its energy relative to the best compared isomer or geometry (same formula, charge and spin) is 0.129 eV. The energy comes out at -36302.679 eV. The SMILES is O=C(CSc1nc2ccccc2c(=O)[nH]1)N1CCCCCC1.

Table of natural (NBO) atomic charges, one value per atom, all in e:
1. O -0.64
2. C 0.67
3. C -0.61
4. S 0.30
5. C 0.31
6. N -0.58
7. C 0.26
8. C -0.25
9. C -0.16
10. C -0.24
11. C -0.13
12. C -0.23
13. C 0.66
14. O -0.58
15. N -0.61
16. N -0.43
17. C -0.23
18. C -0.41
19. C -0.41
20. C -0.39
21. C -0.40
22. C -0.23
23. H 0.26
24. H 0.26
25. H 0.22
26. H 0.22
27. H 0.22
28. H 0.24
29. H 0.43
30. H 0.24
31. H 0.19
32. H 0.20
33. H 0.21
34. H 0.21
35. H 0.21
36. H 0.19
37. H 0.21
38. H 0.21
39. H 0.21
40. H 0.19
41. H 0.25

***

Entry 6:
One molecule with the formula C18H22N2O3, computed with wB97M-V/def2-TZVPD.

```
! RIJCOSX wB97M-V def2-TZVPD def2/J DEFGRID3
* xyz 0 1
C -1.86483 -1.34531 2.45516
C -0.51052 -0.77552 2.83955
O 0.49865 -1.27347 1.94759
C 1.68239 -1.59450 2.47494
O 1.92380 -1.56303 3.65221
C 2.72082 -2.02207 1.44365
C 2.25292 -1.98887 -0.01551
C 2.46697 -0.58231 -0.60768
N 2.41695 0.41473 0.43000
C 1.45187 1.34980 0.61389
O 1.53952 2.19601 1.48796
C 0.28181 1.30030 -0.29225
C -0.28725 2.33018 -0.99173
C -1.43368 1.80904 -1.64954
C -2.39809 2.35876 -2.49603
C -3.42461 1.56157 -2.95546
C -4.48384 2.11101 -3.86529
C -3.49272 0.21138 -2.57337
C -2.55639 -0.36330 -1.74449
C -1.52229 0.44378 -1.28604
N -0.45717 0.15526 -0.48450
C 3.52685 0.35441 1.36230
C 3.93788 -1.10115 1.61553
H -1.83140 -2.43263 2.45243
H -2.60436 -1.02046 3.18114
H -2.17262 -0.99734 1.47214
H -0.23612 -1.06153 3.85935
H -0.50421 0.31668 2.76252
H 3.00674 -3.04247 1.72001
H 1.20662 -2.28720 -0.07549
H 2.83228 -2.70942 -0.59469
H 3.46065 -0.52853 -1.06832
H 1.73148 -0.36082 -1.38032
H 0.07863 3.33600 -1.03665
H -2.33674 3.39881 -2.78096
H -4.31273 3.16491 -4.06863
H -4.48980 1.57140 -4.81197
H -5.46901 2.00010 -3.41341
H -4.30983 -0.38899 -2.94696
H -2.62183 -1.40427 -1.46150
H -0.31166 -0.69583 0.03245
H 4.37583 0.92858 0.97039
H 3.19437 0.83597 2.28535
H 4.33067 -1.19613 2.62717
H 4.71401 -1.41351 0.91507
*
```

The calculation puts the gap between HOMO and LUMO at 8.709 eV. Its energy relative to the best compared isomer or geometry (same formula, charge and spin) is 0.339 eV. The energy comes out at -28147.145 eV. The SMILES is CCOC(=O)C1CCN(C(=O)c2cc3cc(C)ccc3[nH]2)CC1.

Table of natural (NBO) atomic charges, one value per atom, all in e:
1. C -0.63
2. C -0.09
3. O -0.55
4. C 0.82
5. O -0.60
6. C -0.32
7. C -0.41
8. C -0.22
9. N -0.43
10. C 0.65
11. O -0.61
12. C 0.05
13. C -0.24
14. C -0.10
15. C -0.18
16. C -0.04
17. C -0.62
18. C -0.22
19. C -0.24
20. C 0.19
21. N -0.55
22. C -0.23
23. C -0.41
24. H 0.21
25. H 0.23
26. H 0.21
27. H 0.22
28. H 0.20
29. H 0.25
30. H 0.21
31. H 0.22
32. H 0.19
33. H 0.24
34. H 0.23
35. H 0.21
36. H 0.21
37. H 0.21
38. H 0.21
39. H 0.21
40. H 0.21
41. H 0.43
42. H 0.20
43. H 0.25
44. H 0.24
45. H 0.21

***

Number 1: largest force on an atom 1.245 eV Å⁻¹. Number 2: largest force on an atom 10.996 eV Å⁻¹. Number 3: largest force on an atom 0.826 eV Å⁻¹. Number 4: largest force on an atom 2.351 eV Å⁻¹. Number 5: largest force on an atom 0.659 eV Å⁻¹. Number 6: largest force on an atom 0.716 eV Å⁻¹.